# 1
{
  "formula": "H8O4",
  "method": "wB97M-V/def2-TZVPD",
  "symbols": ["O", "H", "H", "O", "H", "H", "O", "H", "H", "O", "H", "H"],
  "xyz": [[0.045, -3.755, -0.564], [-0.359, -2.893, -0.664], [0.073, -4.112, -1.451], [-0.820, 2.979, 0.737], [-1.152, 3.205, 1.606], [-1.258, 3.591, 0.146], [0.246, -0.484, 0.793], [0.314, -1.125, 1.500], [-0.131, 0.292, 1.207], [1.145, 0.807, -1.469], [0.869, 0.002, -1.031], [1.028, 1.492, -0.810]],
  "homo_lumo_gap_ev": [12.06, 3.14],
  "total_charge": 1,
  "spin_multiplicity": 2
}

# 2
{
  "formula": "C6H6N2O",
  "method": "wB97M-V/def2-TZVPD",
  "symbols": ["C", "C", "C", "C", "C", "C", "N", "N", "O", "H", "H", "H", "H", "H", "H"],
  "xyz": [[1.564, 0.371, -1.690], [0.207, 0.358, -1.822], [1.857, -0.416, -0.598], [-2.131, 0.830, 1.070], [-2.060, -0.181, 1.809], [0.471, -1.068, 1.267], [-0.384, -0.309, -0.872], [0.613, -0.779, -0.048], [1.099, -1.768, 1.985], [2.238, 0.890, -2.200], [-0.371, 0.722, -2.643], [2.686, -0.410, 0.067], [-2.847, 1.631, 1.201], [-1.507, 1.073, 0.217], [-1.435, -0.942, 2.256]],
  "homo_lumo_gap_ev": [7.55, 8.65],
  "spin_multiplicity": 1
}

# 3
{
  "formula": "C41H64F8N2O20",
  "method": "wB97M-V/def2-TZVPD",
  "symbols": ["C", "O", "C", "C", "C", "N", "C", "C", "C", "C", "O", "C", "C", "F", "F", "C", "F", "F", "C", "F", "F", "C", "F", "F", "C", "C", "C", "C", "N", "H", "H", "H", "H", "H", "H", "H", "H", "H", "H", "H", "H", "H", "H", "H", "H", "C", "C", "O", "C", "O", "O", "C", "H", "H", "H", "H", "H", "H", "H", "H", "C", "C", "O", "C", "O", "O", "C", "H", "H", "H", "H", "H", "H", "H", "H", "C", "C", "O", "C", "O", "O", "C", "H", "H", "H", "H", "H", "H", "H", "H", "C", "C", "O", "C", "O", "O", "C", "H", "H", "H", "H", "H", "H", "H", "H", "C", "C", "O", "C", "O", "O", "C", "H", "H", "H", "H", "H", "H", "H", "H", "C", "C", "O", "C", "O", "O", "C", "H", "H", "H", "H", "H", "H", "H", "H"],
  "xyz": [[2.434, 3.132, 8.526], [1.548, 2.066, 8.794], [1.804, 0.902, 8.064], [1.031, 0.833, 6.768], [1.499, -0.041, 5.753], [0.904, -0.186, 4.609], [-0.219, 0.560, 4.409], [-0.912, 0.484, 3.153], [-0.396, -0.404, 2.049], [0.287, 0.454, 0.994], [1.300, 1.225, 1.616], [2.524, 0.566, 1.739], [3.536, 1.115, 0.753], [3.063, 1.051, -0.505], [4.626, 0.305, 0.832], [3.971, 2.576, 1.057], [5.302, 2.687, 0.928], [3.650, 2.872, 2.328], [3.330, 3.661, 0.162], [3.844, 4.834, 0.590], [3.684, 3.491, -1.111], [1.793, 3.758, 0.315], [1.194, 2.994, -0.602], [1.429, 5.042, 0.107], [-2.047, 1.274, 2.957], [-2.513, 2.136, 3.976], [-1.843, 2.217, 5.198], [-0.681, 1.435, 5.428], [-0.032, 1.559, 6.622], [3.255, 3.141, 9.243], [2.840, 3.079, 7.519], [1.879, 4.058, 8.628], [1.546, 0.043, 8.680], [2.869, 0.806, 7.838], [2.397, -0.616, 5.932], [-1.211, -0.968, 1.604], [0.311, -1.130, 2.436], [0.679, -0.166, 0.190], [-0.429, 1.153, 0.576], [2.925, 0.690, 2.740], [2.458, -0.505, 1.554], [1.497, 3.483, 1.323], [-2.584, 1.238, 2.022], [-3.395, 2.730, 3.802], [-2.208, 2.875, 5.970], [2.208, -2.677, -3.304], [1.281, -3.869, -3.198], [-0.078, -3.464, -2.958], [-0.741, -3.006, -4.018], [-0.336, -2.961, -5.150], [-1.944, -2.610, -3.602], [-2.768, -2.028, -4.616], [2.113, -2.047, -2.419], [3.242, -3.008, -3.390], [1.970, -2.069, -4.176], [1.544, -4.480, -2.337], [1.328, -4.497, -4.086], [-2.864, -2.692, -5.472], [-2.355, -1.071, -4.932], [-3.745, -1.871, -4.169], [1.053, -5.220, 5.177], [0.923, -3.726, 4.969], [2.204, -3.075, 4.925], [2.871, -3.206, 3.782], [2.488, -3.784, 2.797], [4.015, -2.528, 3.886], [4.849, -2.626, 2.729], [1.639, -5.430, 6.072], [0.065, -5.666, 5.293], [1.546, -5.693, 4.329], [0.409, -3.268, 5.812], [0.364, -3.488, 4.065], [4.291, -2.369, 1.831], [5.254, -3.632, 2.637], [5.658, -1.916, 2.867], [-0.028, 3.453, -6.106], [-0.932, 2.261, -5.874], [-2.279, 2.655, -5.570], [-3.009, 3.049, -6.612], [-2.662, 3.053, -7.763], [-4.217, 3.391, -6.163], [-5.108, 3.868, -7.175], [-0.065, 4.129, -5.251], [1.000, 3.120, -6.245], [-0.332, 4.009, -6.991], [-0.600, 1.702, -5.001], [-0.931, 1.584, -6.728], [-5.194, 3.149, -7.987], [-4.761, 4.824, -7.562], [-6.072, 3.996, -6.692], [2.605, 8.365, 1.080], [1.965, 7.978, 2.396], [1.733, 9.123, 3.233], [0.678, 9.865, 2.907], [-0.112, 9.637, 2.028], [0.615, 10.890, 3.759], [-0.462, 11.796, 3.511], [3.519, 8.932, 1.258], [2.846, 7.471, 0.506], [1.937, 8.985, 0.485], [2.638, 7.341, 2.966], [1.033, 7.433, 2.248], [-1.413, 11.269, 3.479], [-0.302, 12.326, 2.574], [-0.459, 12.501, 4.336], [-7.425, -1.426, 0.086], [-7.255, -2.788, 0.724], [-6.456, -3.666, -0.082], [-5.142, -3.449, -0.033], [-4.584, -2.625, 0.645], [-4.548, -4.315, -0.850], [-3.127, -4.150, -0.945], [-7.832, -1.527, -0.921], [-8.106, -0.817, 0.680], [-6.471, -0.905, 0.015], [-8.217, -3.290, 0.809], [-6.822, -2.714, 1.722], [-2.665, -4.179, 0.041], [-2.888, -3.217, -1.441], [-2.754, -4.978, -1.539], [-0.419, -6.055, -6.706], [-0.194, -6.887, -5.463], [-0.205, -8.297, -5.739], [0.910, -8.779, -6.282], [1.921, -8.164, -6.497], [0.733, -10.083, -6.499], [1.849, -10.735, -7.110], [-1.343, -6.361, -7.201], [-0.491, -4.999, -6.447], [0.397, -6.179, -7.417], [-1.008, -6.738, -4.755], [0.739, -6.625, -4.965], [2.758, -10.565, -6.538], [1.982, -10.379, -8.130], [1.611, -11.794, -7.119]],
  "smiles": "COCc1cnc2c(CCOCC(F)(F)C(F)(F)C(F)(F)C(F)F)cccc2n1.CCOC(=O)OC.CCOC(=O)OC.CCOC(=O)OC.CCOC(=O)OC.CCOC(=O)OC.CCOC(=O)OC",
  "homo_lumo_gap_ev": 8.66,
  "spin_multiplicity": 1
}

# 4
{
  "formula": "C3H5NS3",
  "method": "wB97M-V/def2-TZVPD",
  "symbols": ["C", "C", "C", "N", "S", "S", "S", "H", "H", "H", "H", "H"],
  "xyz": [[-2.615, -0.335, -0.027], [-0.563, -0.194, 0.054], [1.674, 1.415, 0.000], [-2.789, -1.644, 0.063], [-3.545, 0.941, 0.011], [0.268, -1.512, -0.012], [-0.182, 1.454, -0.041], [1.815, 0.389, 0.511], [1.866, 2.381, 0.490], [2.129, 1.399, -1.095], [-2.007, -2.121, -0.182], [-3.664, -1.992, -0.287]],
  "homo_lumo_gap_ev": 7.73,
  "spin_multiplicity": 1
}

So what do the calculations give for relative energy (zero: lowest compared OMol25 entry of this formula, charge and spin)? Going down the list: 99.1 600.9 0.0 173.0 kJ/mol.